No. 1
DFT (ωB97M-V/def2-TZVPD) results for a structure of composition C20H21ClF3N4O3PdS.

Properties
Net charge: -1
E, eV: -68176.504
Energy above the lowest of the compared OMol25 structures with the same formula, charge and spin, kJ/mol: 27.6

Element x y z (Å)
Pd (-0.698, 0.137, -0.765)
C (-5.358, -1.927, 2.122)
C (-5.480, -1.631, 0.631)
N (-5.039, -0.307, 0.264)
C (-3.747, 0.098, 0.100)
S (-2.510, -1.099, 0.198)
N (-3.652, 1.405, -0.117)
N (-2.398, 1.829, -0.371)
C (-2.180, 3.088, -0.419)
C (-3.243, 4.122, -0.192)
C (-0.771, 3.485, -0.652)
C (-0.295, 4.726, -0.218)
C (1.045, 5.025, -0.381)
C (1.880, 4.091, -0.976)
C (1.322, 2.890, -1.387)
N (0.037, 2.598, -1.238)
H (-5.716, -2.935, 2.343)
H (-5.946, -1.217, 2.707)
H (-4.317, -1.853, 2.435)
H (-6.524, -1.721, 0.319)
H (-4.907, -2.360, 0.057)
H (-5.705, 0.447, 0.231)
H (-4.169, 3.787, -0.657)
H (-2.960, 5.091, -0.603)
H (-3.459, 4.240, 0.874)
H (-0.961, 5.430, 0.263)
H (1.437, 5.974, -0.036)
H (2.936, 4.281, -1.114)
H (1.928, 2.115, -1.844)
C (6.048, -2.127, -0.230)
C (4.803, -2.888, 0.120)
C (4.711, -4.256, -0.068)
C (3.542, -4.931, 0.249)
Cl (3.461, -6.660, 0.003)
C (2.448, -4.256, 0.747)
C (2.525, -2.883, 0.945)
C (3.697, -2.203, 0.640)
O (3.883, -0.870, 0.821)
C (2.812, -0.125, 1.369)
C (1.602, 0.033, 0.452)
O (0.558, 0.460, 1.025)
O (1.685, -0.245, -0.757)
H (6.811, -2.797, -0.625)
H (6.453, -1.611, 0.643)
H (5.831, -1.359, -0.975)
H (5.555, -4.804, -0.469)
H (1.533, -4.787, 0.970)
H (1.651, -2.361, 1.310)
H (3.213, 0.869, 1.569)
H (2.480, -0.552, 2.319)
F (-0.693, 0.469, -3.446)
C (-1.362, -0.282, -2.523)
F (-2.675, -0.072, -2.786)
F (-1.118, -1.573, -2.877)

No. 2
DFT (ωB97M-V/def2-TZVPD) results for an isolated molecule of C20H21ClN2O4S2.

Properties
E, eV: -66444.179
Energy above the lowest of the compared OMol25 structures with the same formula, charge and spin, kJ/mol: 0.0

Element x y z (Å)
O (-1.095, -2.892, 1.507)
C (-0.300, -1.986, 1.654)
N (-0.487, -0.949, 2.500)
C (-1.824, -0.533, 2.908)
C (-1.783, 0.028, 4.337)
C (-1.585, 1.538, 4.387)
S (-0.505, 2.157, 3.046)
C (-1.611, 1.678, 1.745)
C (-1.823, 2.511, 0.658)
C (-2.718, 2.131, -0.325)
C (-3.411, 0.937, -0.211)
C (-3.179, 0.099, 0.868)
C (-2.270, 0.453, 1.852)
C (0.970, -1.913, 0.862)
C (1.654, -3.072, 0.503)
C (2.745, -3.010, -0.342)
C (3.142, -1.787, -0.879)
Cl (4.464, -1.731, -1.970)
C (2.452, -0.632, -0.540)
S (2.781, 1.012, -1.223)
O (4.145, 1.110, -1.633)
O (2.267, 1.948, -0.269)
N (1.843, 1.155, -2.576)
C (0.424, 1.379, -2.432)
C (-0.362, 0.079, -2.635)
O (-0.022, -0.527, -3.862)
C (1.355, -0.832, -3.927)
C (2.206, 0.433, -3.773)
C (1.386, -0.697, 0.335)
H (0.212, -0.218, 2.539)
H (-2.446, -1.432, 2.869)
H (-2.716, -0.212, 4.848)
H (-0.971, -0.475, 4.865)
H (-2.534, 2.063, 4.273)
H (-1.116, 1.847, 5.319)
H (-1.281, 3.442, 0.593)
H (-2.883, 2.776, -1.176)
H (-4.122, 0.648, -0.969)
H (-3.689, -0.850, 0.939)
H (1.315, -4.019, 0.893)
H (3.287, -3.902, -0.612)
H (0.254, 1.801, -1.442)
H (0.118, 2.107, -3.192)
H (-1.433, 0.281, -2.682)
H (-0.165, -0.619, -1.806)
H (1.517, -1.288, -4.905)
H (1.610, -1.560, -3.141)
H (3.267, 0.199, -3.710)
H (2.034, 1.091, -4.632)
H (0.883, 0.232, 0.562)

No. 3
DFT (ωB97M-V/def2-TZVPD) results for an isolated molecule of C20H21ClN2O5S.

Properties
E, eV: -57655.857
Energy above the lowest of the compared OMol25 structures with the same formula, charge and spin, kJ/mol: 119.1

Element x y z (Å)
C (-2.892, -0.762, 4.777)
C (-2.202, 0.482, 4.229)
N (-1.705, 0.253, 2.889)
C (-0.628, -0.597, 2.632)
C (-0.507, -1.175, 1.368)
C (0.580, -1.972, 1.062)
C (1.557, -2.223, 2.010)
C (1.428, -1.675, 3.274)
C (0.350, -0.868, 3.588)
S (-2.187, 1.277, 1.657)
O (-2.888, 2.375, 2.244)
O (-2.862, 0.550, 0.622)
C (-0.615, 1.826, 0.968)
C (-0.334, 1.519, -0.346)
C (0.889, 1.878, -0.909)
N (1.132, 1.498, -2.224)
C (2.246, 1.683, -2.982)
O (3.221, 2.319, -2.664)
C (2.135, 0.999, -4.347)
O (1.093, 0.034, -4.367)
C (1.429, -1.246, -4.661)
O (2.538, -1.577, -4.985)
C (0.282, -2.169, -4.525)
C (-0.614, -2.075, -3.310)
C (-1.135, -1.665, -4.640)
C (1.816, 2.574, -0.132)
C (1.524, 2.891, 1.180)
C (0.309, 2.512, 1.738)
Cl (-0.057, 2.881, 3.369)
H (-3.298, -0.552, 5.763)
H (-2.187, -1.587, 4.854)
H (-3.702, -1.060, 4.117)
H (-1.396, 0.801, 4.899)
H (-2.914, 1.303, 4.142)
H (-1.285, -1.008, 0.643)
H (0.657, -2.411, 0.078)
H (2.405, -2.846, 1.769)
H (2.177, -1.871, 4.027)
H (0.280, -0.447, 4.578)
H (-1.089, 0.994, -0.912)
H (0.391, 0.966, -2.665)
H (1.924, 1.759, -5.106)
H (3.090, 0.519, -4.587)
H (0.512, -3.156, -4.902)
H (-0.956, -3.004, -2.880)
H (-0.393, -1.313, -2.577)
H (-1.845, -2.306, -5.138)
H (-1.273, -0.614, -4.839)
H (2.761, 2.857, -0.564)
H (2.239, 3.428, 1.782)

No. 4
DFT (ωB97M-V/def2-TZVPD) results for a structure of composition C20H21F10N5O4PS2W.

Properties
E, eV: -96678.601
2S+1: 4
⟨S²⟩: 3.7897
Energy above the lowest of the compared OMol25 structures with the same formula, charge and spin, kJ/mol: 481.5

Element x y z (Å)
W (1.233, -2.176, -0.616)
C (0.621, 0.310, 1.482)
N (1.819, -0.459, 1.211)
C (2.930, 0.440, 0.854)
C (2.193, -1.272, 2.385)
C (1.213, -2.433, 2.613)
N (0.681, -2.884, 1.329)
C (-0.024, -4.054, 1.267)
C (-0.761, -4.198, 0.043)
F (1.387, -3.961, -1.388)
C (-1.277, -5.446, -0.303)
F (-1.895, -5.589, -1.487)
C (-1.241, -6.518, 0.566)
C (-0.670, -6.322, 1.816)
F (-0.677, -7.333, 2.693)
C (-0.081, -5.119, 2.181)
F (0.494, -5.039, 3.404)
H (0.751, 1.114, 2.227)
H (-0.189, -0.355, 1.804)
H (0.936, 1.612, -0.045)
H (3.110, 1.188, 1.632)
H (2.749, 0.936, -0.097)
H (3.831, -0.164, 0.718)
H (2.249, -0.645, 3.286)
H (3.184, -1.686, 2.167)
H (0.382, -2.127, 3.272)
H (1.758, -3.234, 3.127)
H (-1.653, -7.477, 0.305)
F (2.544, -0.457, -2.041)
P (2.424, -1.331, -3.511)
F (1.643, -0.062, -4.074)
F (3.017, -2.575, -2.700)
F (3.828, -0.812, -3.958)
F (2.123, -2.198, -4.778)
F (0.864, -1.817, -2.827)
C (-0.933, -2.963, -0.724)
H (-1.568, -2.287, -0.140)
H (-1.379, -3.160, -1.702)
O (2.910, -2.309, -0.236)
O (4.071, -2.125, 0.341)
N (-2.138, 7.231, -2.716)
C (-2.180, 6.455, -1.591)
C (-3.247, 5.571, -1.376)
C (-3.252, 4.734, -0.281)
C (-2.208, 4.790, 0.623)
C (-1.137, 5.644, 0.429)
C (-1.122, 6.475, -0.670)
S (-2.107, 3.582, 1.912)
O (-1.699, 4.164, 3.153)
O (-3.263, 2.720, 1.890)
N (-0.809, 2.718, 1.344)
C (-1.003, 1.751, 0.510)
S (-2.426, 0.961, -0.091)
C (-1.475, -0.113, -1.051)
C (-0.011, -0.070, -0.869)
N (0.198, 0.949, 0.214)
H (-2.988, 7.349, -3.240)
H (-1.477, 7.988, -2.745)
H (-4.065, 5.538, -2.080)
H (-4.052, 4.032, -0.100)
H (-0.328, 5.639, 1.142)
H (-0.285, 7.138, -0.828)
H (-1.932, -0.623, -1.876)
H (0.409, 0.361, -1.799)

No. 5
DFT (ωB97M-V/def2-TZVPD) results for an isolated molecule of C20H21F2N3O.

Properties
E, eV: -33033.349
Energy above the lowest of the compared OMol25 structures with the same formula, charge and spin, kJ/mol: 0.0

Element x y z (Å)
C (-1.249, -1.713, 1.964)
C (-2.005, -1.921, 0.688)
C (-3.151, -2.700, 0.651)
C (-3.863, -2.873, -0.523)
C (-3.433, -2.265, -1.688)
C (-2.294, -1.480, -1.670)
C (-1.578, -1.302, -0.492)
C (-0.405, -0.421, -0.495)
N (0.814, -0.835, -0.225)
N (1.618, 0.236, -0.323)
C (2.980, 0.078, -0.094)
C (3.449, -1.195, 0.247)
C (4.785, -1.433, 0.491)
C (5.681, -0.382, 0.395)
F (6.987, -0.598, 0.631)
C (5.264, 0.892, 0.059)
C (3.920, 1.107, -0.182)
F (3.552, 2.363, -0.511)
C (0.904, 1.351, -0.648)
C (-0.406, 0.974, -0.776)
C (-1.596, 1.819, -1.079)
N (-2.595, 1.662, -0.037)
C (-3.846, 2.322, -0.340)
C (-4.914, 1.880, 0.663)
C (-4.495, 2.194, 2.096)
O (-5.107, 0.491, 0.465)
H (-0.228, -2.072, 1.857)
H (-1.203, -0.651, 2.205)
H (-1.726, -2.240, 2.787)
H (-3.494, -3.176, 1.559)
H (-4.756, -3.481, -0.527)
H (-3.984, -2.395, -2.607)
H (-1.949, -1.003, -2.576)
H (2.722, -1.988, 0.309)
H (5.136, -2.417, 0.753)
H (5.963, 1.708, -0.017)
H (1.351, 2.315, -0.767)
H (-1.300, 2.873, -1.114)
H (-1.995, 1.551, -2.078)
H (-2.797, 0.671, 0.082)
H (-3.702, 3.405, -0.273)
H (-4.208, 2.082, -1.356)
H (-5.853, 2.413, 0.431)
H (-3.543, 1.714, 2.308)
H (-5.244, 1.839, 2.802)
H (-4.380, 3.267, 2.222)
H (-5.636, 0.144, 1.191)